(1)
{"formula": "C40H47AlN5OP", "method": "ωB97M-V/def2-TZVPD", "symbols": ["Al", "N", "P", "C", "C", "C", "C", "C", "C", "C", "C", "C", "C", "C", "C", "C", "C", "C", "C", "C", "N", "H", "H", "H", "H", "H", "H", "H", "H", "H", "H", "H", "H", "H", "H", "H", "C", "C", "C", "C", "C", "C", "C", "C", "N", "C", "C", "C", "C", "C", "C", "C", "C", "C", "C", "H", "H", "H", "H", "H", "H", "H", "H", "H", "H", "H", "H", "H", "H", "H", "H", "H", "H", "H", "H", "H", "H", "H", "H", "N", "C", "N", "C", "C", "O", "C", "C", "H", "H", "H", "H", "H", "H", "H", "H"], "xyz": [[0.1231, 0.4647, -0.0590], [2.8633, -0.7373, -0.9125], [1.3529, -1.5343, -0.8368], [1.9184, -3.1929, -0.3551], [2.4925, -4.0315, -1.3104], [2.9589, -5.2765, -0.9333], [2.8557, -5.6869, 0.3867], [2.2923, -4.8506, 1.3373], [1.8167, -3.6043, 0.9706], [0.8797, -1.7306, -2.5899], [1.6712, -1.3492, -3.6691], [1.2296, -1.5775, -4.9631], [0.0016, -2.1829, -5.1840], [-0.7926, -2.5657, -4.1117], [-0.3554, -2.3355, -2.8200], [2.9752, 0.6054, -0.7137], [4.2160, 1.2587, -0.6561], [4.2433, 2.6294, -0.5425], [3.0379, 3.3386, -0.4759], [1.8663, 2.6303, -0.4887], [1.8268, 1.2887, -0.6043], [3.7166, -1.2864, -0.9172], [2.5681, -3.7134, -2.3400], [3.3969, -5.9293, -1.6712], [3.2132, -6.6616, 0.6743], [2.2172, -5.1730, 2.3629], [1.3660, -2.9505, 1.7048], [2.6327, -0.8841, -3.5044], [1.8507, -1.3019, -5.8038], [-0.3305, -2.3692, -6.1936], [-1.7377, -3.0587, -4.2880], [-0.9612, -2.6398, -1.9754], [5.1279, 0.6839, -0.6964], [5.1820, 3.1601, -0.5177], [3.0292, 4.4123, -0.3995], [0.8917, 3.0996, -0.3981], [-4.1247, -1.0593, -1.0939], [-3.6855, -0.3566, 0.1532], [-4.6090, 0.0851, 1.0922], [-4.2105, 0.7315, 2.2546], [-5.2333, 1.1280, 3.2727], [-2.8539, 0.9685, 2.4730], [-1.8969, 0.5360, 1.5590], [-2.3482, -0.1332, 0.4183], [-0.4993, 0.7049, 1.6147], [0.2350, 0.8047, 2.8854], [0.1154, 2.1748, 3.5659], [0.9756, 2.1876, 4.8335], [0.4955, 1.0820, 5.7768], [0.6697, -0.2793, 5.0984], [2.1362, -0.4989, 4.7274], [2.5865, 0.6083, 3.7784], [2.4458, 1.9563, 4.4861], [1.7108, 0.6195, 2.5288], [-0.1914, -0.3191, 3.8359], [-4.4617, -2.0719, -0.8696], [-3.3082, -1.1188, -1.8132], [-4.9628, -0.5340, -1.5483], [-5.6552, -0.1075, 0.9241], [-6.2209, 1.2130, 2.8264], [-4.9868, 2.0729, 3.7482], [-5.2807, 0.3720, 4.0574], [-2.5729, 1.4728, 3.3810], [-1.5659, -0.6078, -0.2092], [-0.9164, 2.3954, 3.8333], [0.4452, 2.9460, 2.8628], [0.8627, 3.1612, 5.3200], [-0.5550, 1.2394, 6.0368], [1.0673, 1.1155, 6.7049], [0.3414, -1.0718, 5.7774], [2.2661, -1.4794, 4.2638], [2.7527, -0.4731, 5.6252], [3.6293, 0.4499, 3.4839], [2.8201, 2.7657, 3.8557], [3.0409, 1.9506, 5.3993], [1.8216, -0.3186, 1.9516], [2.0141, 1.4576, 1.8909], [-1.2418, -0.2068, 4.1017], [-0.0826, -1.2787, 3.3188], [-0.6623, 1.0049, -1.7126], [-1.1945, 1.1436, -2.7479], [-1.7287, 1.2803, -3.8852], [-3.1683, 1.4565, -4.0877], [-3.3921, 2.5938, -5.0967], [-2.6744, 2.3714, -6.2809], [-1.2933, 2.3531, -6.0456], [-0.9251, 1.1929, -5.1074], [-3.6451, 1.6869, -3.1350], [-3.5777, 0.5221, -4.4846], [-3.0984, 3.5555, -4.6516], [-4.4483, 2.6301, -5.3670], [-0.9571, 3.3124, -5.6228], [-0.8133, 2.2071, -7.0150], [0.1345, 1.2130, -4.8479], [-1.1608, 0.2436, -5.6010]], "mulliken_charge": [-2.558, 0.197, 1.559, 0.030, -0.681, -0.756, -0.621, -0.760, -0.070, 0.075, -0.084, -0.795, -0.680, -0.873, -0.391, 0.607, -1.148, -0.419, -1.088, -0.107, 0.926, 0.279, 0.378, 0.445, 0.427, 0.466, 0.548, 0.442, 0.496, 0.450, 0.497, 0.506, 0.562, 0.494, 0.505, 0.569, -1.565, 0.221, -0.712, 0.232, -1.689, -0.404, 0.997, 0.204, 1.240, 0.862, -1.381, 0.383, -1.270, 0.419, -1.399, 0.423, -1.573, -0.261, -1.293, 0.397, 0.028, 0.397, 0.461, 0.418, 0.386, 0.314, 0.277, 0.012, 0.309, 0.331, 0.339, 0.509, 0.519, 0.317, 0.399, 0.545, 0.391, 0.432, 0.586, -0.523, -0.119, 0.663, 0.061, 0.125, 1.224, 0.174, -0.400, -0.734, -0.379, -0.754, -0.246, 0.398, 0.287, 0.365, 0.374, 0.373, 0.370, 0.371, 0.141], "total_energy_ha": -2484.9149, "e_homo_ev": -12.59, "de_lowest_kcal_mol": 13.39, "e_lumo_ev": -5.46, "molar_mass_g_mol": 671.8, "charge": 2}

(2)
{"formula": "C40H47BI2IrN8O3S3", "method": "ωB97M-V/def2-TZVPD", "symbols": ["Ir", "C", "C", "C", "C", "N", "N", "B", "N", "N", "C", "C", "C", "C", "C", "S", "C", "C", "C", "C", "N", "N", "C", "C", "C", "C", "C", "S", "C", "C", "C", "C", "C", "S", "C", "C", "C", "C", "H", "H", "H", "H", "H", "H", "H", "H", "H", "H", "H", "H", "H", "H", "H", "H", "H", "H", "H", "H", "H", "H", "H", "H", "H", "H", "H", "H", "H", "H", "H", "H", "H", "H", "H", "H", "H", "H", "H", "I", "C", "C", "C", "I", "C", "C", "C", "C", "N", "C", "C", "O", "H", "H", "H", "H", "O", "C", "C", "C", "C", "O", "N", "H", "H", "H", "H"], "xyz": [[-0.2486, -0.2774, -0.1748], [-0.8255, 3.0336, 3.8795], [-0.1279, 1.7119, 3.8775], [0.1332, 0.9643, 4.9942], [0.7104, -0.3214, 4.8900], [1.1387, -0.7814, 3.7318], [0.9454, -0.0319, 2.6642], [1.4853, -0.4187, 1.2541], [2.5381, 0.6587, 0.8212], [3.3150, 1.0934, 1.8243], [4.2482, 1.9678, 1.5629], [4.4709, 2.4090, 0.2335], [3.6707, 1.9921, -0.7854], [3.8178, 2.4681, -2.1922], [2.6106, 1.1048, -0.4351], [1.4080, 0.7180, -1.5912], [5.0542, 2.5231, 2.7221], [4.6571, 1.8565, 4.0374], [6.5494, 2.2932, 2.4578], [4.7777, 4.0319, 2.8118], [2.2465, -1.7747, 1.3152], [3.2708, -1.8412, 2.1612], [4.0092, -2.9248, 2.1692], [3.6825, -4.0238, 1.3421], [2.6564, -3.9428, 0.4469], [2.2751, -5.0357, -0.4955], [1.9521, -2.7175, 0.4381], [0.7898, -2.3361, -0.7477], [5.2698, -2.8715, 3.0249], [4.9242, -2.4445, 4.4534], [5.9867, -4.2203, 3.0646], [6.1879, -1.8233, 2.3824], [0.2600, 1.1100, 2.6673], [-0.1189, 1.7161, 1.1010], [0.8769, -1.2026, 6.1131], [-0.4459, -1.2350, 6.8939], [1.9781, -0.5972, 6.9953], [1.2477, -2.6246, 5.7002], [-0.9557, 3.4026, 4.8940], [-1.8076, 2.9397, 3.4099], [-0.2605, 3.7746, 3.3122], [-0.1441, 1.3411, 5.9700], [5.2686, 3.1120, 0.0336], [4.7238, 3.0584, -2.3057], [2.9599, 3.0811, -2.4756], [3.8578, 1.6273, -2.8859], [4.8147, 0.7786, 4.0041], [3.6070, 2.0355, 4.2740], [5.2640, 2.2701, 4.8426], [6.7802, 1.2325, 2.3632], [7.1283, 2.6906, 3.2913], [6.8920, 2.8003, 1.5554], [3.7200, 4.2269, 2.9988], [5.0671, 4.5580, 1.9011], [5.3514, 4.4600, 3.6338], [4.2702, -4.9289, 1.4000], [2.8728, -5.9265, -0.3173], [2.4233, -4.7226, -1.5310], [1.2215, -5.2911, -0.3719], [4.3670, -3.2261, 4.9693], [4.3327, -1.5288, 4.4585], [5.8445, -2.2683, 5.0112], [5.3506, -5.0081, 3.4726], [6.8602, -4.1413, 3.7111], [6.3421, -4.5276, 2.0796], [5.6793, -0.8603, 2.3273], [6.4854, -2.1188, 1.3743], [7.0917, -1.7066, 2.9816], [-0.7313, -0.2563, 7.2805], [-0.3428, -1.9014, 7.7494], [-1.2610, -1.6109, 6.2759], [1.7025, 0.3886, 7.3743], [2.9155, -0.5049, 6.4440], [2.1540, -1.2431, 7.8554], [0.4902, -3.0621, 5.0476], [1.3368, -3.2422, 6.5940], [2.1942, -2.6459, 5.1676], [-2.7498, 3.8902, -2.3273], [-3.2061, 1.8941, -2.4688], [-4.3255, 1.4488, -3.1656], [-4.6579, 0.1105, -3.2401], [-6.3701, -0.4217, -4.2599], [-3.8380, -0.8786, -2.6041], [-4.1162, -2.2553, -2.5699], [-3.2777, -3.0871, -1.8706], [-2.1473, -2.5683, -1.2437], [-1.8284, -1.2846, -1.3039], [-2.6854, -0.4384, -1.9372], [-2.3677, 0.9564, -1.8289], [-1.3298, 1.2975, -1.1704], [-4.9644, 2.1761, -3.6480], [-4.9917, -2.6463, -3.0697], [-3.4723, -4.1470, -1.7966], [-1.4828, -3.2088, -0.6810], [-3.0400, 0.7378, 0.9632], [-2.7176, -0.2711, 1.5576], [-3.5127, -0.9908, 2.6305], [-2.7183, -2.2725, 2.8787], [-1.4674, -2.1157, 2.0296], [-0.5629, -2.9175, 1.9348], [-1.5324, -0.9316, 1.3399], [-4.5216, -1.1553, 2.2553], [-3.6028, -0.3468, 3.5062], [-3.2433, -3.1748, 2.5652], [-2.4128, -2.4353, 3.9106]], "lowdin_spin": [0.013, 0.000, 0.000, 0.000, 0.000, 0.001, 0.000, 0.000, 0.001, 0.000, 0.000, 0.000, 0.000, 0.000, 0.000, 0.007, 0.000, 0.000, 0.000, 0.000, 0.000, 0.000, 0.000, 0.000, 0.000, 0.000, 0.000, -0.004, 0.000, 0.000, 0.000, 0.000, 0.001, -0.001, 0.000, 0.000, 0.000, 0.000, 0.000, 0.000, 0.000, 0.000, 0.000, 0.000, 0.000, 0.000, 0.000, 0.000, 0.000, 0.000, 0.000, 0.000, 0.000, 0.000, 0.000, 0.000, 0.000, 0.000, 0.000, 0.000, 0.000, 0.000, 0.000, 0.000, 0.000, 0.000, 0.000, 0.000, 0.000, 0.000, 0.000, 0.000, 0.000, 0.000, 0.000, 0.000, 0.000, 0.076, 0.166, -0.017, 0.202, 0.095, 0.021, 0.019, 0.005, 0.009, 0.017, 0.048, 0.106, 0.232, -0.003, 0.002, 0.000, 0.000, 0.001, 0.000, 0.000, 0.000, 0.000, 0.000, 0.004, 0.000, 0.000, 0.000, 0.000], "total_energy_ha": -4135.0302, "e_homo_ev": [-13.18, -13.20], "de_lowest_kcal_mol": 26.46, "s_squared": 0.780, "e_lumo_ev": [-6.34, -7.85], "molar_mass_g_mol": 1240.9, "spin_multiplicity": 2, "charge": 2}